1.
C30H27BrCsN3P2S2 | the ωB97M-V functional and the def2-TZVPD basis

Geometry as XYZ:
```
66
Properties=species:S:1:pos:R:3:forces:R:3:lowdin_charge:R:1
Cs 2.30280 -3.94035 -0.56480 0.1 0.2 -0.1 0.573
C -0.18990 1.19235 -0.19400 -0.4 -0.2 -0.1 -0.426
C 1.08790 0.52295 0.28480 0.1 0.1 0.0 -0.459
P 2.69910 1.45215 0.05590 -0.3 0.6 -0.1 0.901
C 3.15550 1.09575 -1.68630 0.0 -0.1 0.2 -0.467
C 2.31930 0.51805 -2.63390 0.0 0.0 0.0 -0.096
C 2.77260 0.29435 -3.92340 -0.1 -0.1 -0.2 -0.089
C 4.06350 0.64315 -4.28320 0.0 0.0 -0.2 -0.108
C 4.90930 1.20995 -3.34320 0.1 0.1 -0.1 -0.097
C 4.45540 1.43515 -2.05730 -0.1 0.0 0.1 -0.130
C 1.93650 3.13515 -0.26210 0.4 -0.1 0.0 -0.379
C 1.83350 3.77135 -1.49560 -0.1 -0.1 0.0 -0.094
C 1.26680 5.03105 -1.60000 -0.1 0.1 -0.1 -0.103
C 0.81180 5.68825 -0.47030 0.0 0.2 -0.1 -0.119
C 0.95450 5.08875 0.77060 -0.1 0.1 0.2 -0.108
C 1.52310 3.83475 0.87150 0.0 -0.1 0.0 -0.131
P -1.55840 -0.07945 -0.30330 0.3 0.3 0.3 1.087
C -1.60980 -0.64825 1.44240 0.0 -0.1 -0.3 -0.409
C -1.70080 -2.01715 1.66660 0.0 0.1 -0.1 -0.102
C -1.81660 -2.50545 2.95810 -0.1 -0.2 0.2 -0.090
C -1.83330 -1.63375 4.03240 0.0 -0.1 0.0 -0.100
C -1.71510 -0.27005 3.81480 -0.1 0.1 0.1 -0.094
C -1.61330 0.22385 2.52850 0.1 0.0 0.1 -0.107
C -2.99180 1.06185 -0.24570 -0.2 -0.1 -0.2 -0.381
C -3.04160 2.16015 -1.10480 0.2 -0.2 0.1 -0.107
C -4.13720 2.99885 -1.11170 -0.2 0.2 0.0 -0.105
C -5.21350 2.75275 -0.27220 0.0 0.0 0.0 -0.112
C -5.19340 1.63665 0.55280 -0.3 0.2 0.0 -0.097
C -4.09950 0.79465 0.55970 0.2 0.0 -0.1 -0.096
H -0.05490 1.61155 -1.19510 -0.1 0.0 0.1 0.057
H -0.50020 2.00725 0.46510 0.1 0.0 -0.1 0.070
H 1.20490 -0.44825 -0.20380 0.2 0.0 0.1 0.023
H 1.01670 0.32525 1.35910 0.0 -0.1 -0.1 0.052
H 1.30810 0.23115 -2.38230 -0.1 0.0 0.1 0.096
H 2.11230 -0.15655 -4.65610 0.0 0.0 0.0 0.100
H 4.40920 0.47385 -5.29540 0.0 0.0 0.0 0.092
H 5.92410 1.46625 -3.62280 0.0 0.0 0.1 0.095
H 5.11080 1.86575 -1.31170 0.1 0.0 0.0 0.099
H 2.18850 3.27775 -2.39020 0.0 -0.1 0.0 0.094
H 1.17050 5.49965 -2.57140 0.0 0.0 0.0 0.093
H 0.36600 6.67015 -0.55310 0.0 0.1 0.0 0.088
H 0.62050 5.60815 1.66010 0.0 0.0 0.0 0.094
H 1.64790 3.37265 1.84440 0.0 0.0 0.1 0.101
H -1.69510 -2.70615 0.83180 0.0 -0.1 -0.1 0.074
H -1.89070 -3.57205 3.10900 0.0 -0.1 0.0 0.111
H -1.92760 -2.01485 5.03990 0.0 0.0 0.1 0.098
H -1.69940 0.40795 4.65770 0.0 0.1 0.0 0.097
H -1.54320 1.29315 2.37160 0.0 0.0 0.0 0.107
H -2.21070 2.35925 -1.76880 0.1 0.0 0.0 0.097
H -4.15590 3.84735 -1.78250 0.0 0.1 0.0 0.095
H -6.06450 3.42085 -0.26770 0.0 0.0 0.0 0.090
H -6.04210 1.42115 1.19030 0.0 0.0 0.0 0.097
H -4.09270 -0.07505 1.20160 0.0 0.0 0.1 0.104
S -0.59070 -5.30005 -0.55160 -0.9 0.6 0.0 0.257
C 0.08780 -6.86215 -0.52360 0.2 0.0 0.0 -1.328
S 1.77600 -7.09255 -0.65130 0.6 -0.6 0.0 0.251
C -0.74280 -7.98495 -0.39310 0.5 0.6 -0.1 -0.466
C -0.24120 -9.27975 -0.30100 0.6 -1.2 0.1 -0.335
N 0.11750 -10.37565 -0.20080 0.0 -0.1 0.0 0.091
C -2.12810 -7.91155 -0.31450 -1.4 0.2 0.1 -0.330
N -3.28360 -7.94035 -0.24440 0.0 0.0 0.0 0.091
Br 3.89740 -1.19525 0.47190 0.5 -0.3 0.3 -0.285
N 1.50260 -1.73145 3.42270 0.0 0.0 0.0 0.041
H 0.82350 -2.29745 2.91950 0.1 0.1 0.1 -0.006
H 2.10700 -2.37285 3.92710 -0.1 0.0 -0.1 0.006
H 2.09450 -1.28995 2.72280 0.1 -0.1 -0.1 -0.067
```
Forces are in eV/Å.

- Electronic energy: -146860.7872 eV
- Spin multiplicity: 1
- Net charge: -2
- Energy relative to the best compared isomer or geometry (same formula, charge and spin): 23.3 kJ/mol

***

2.
CH8O2S2 | the ωB97M-V functional and the def2-TZVPD basis

Geometry as XYZ:
```
13
Properties=species:S:1:pos:R:3:forces:R:3:lowdin_charge:R:1
C 0.59701 -0.40030 -1.05997 1.6 -1.0 1.4 -0.634
S 2.36272 -0.59732 -1.01896 -1.4 0.1 -0.8 0.845
S -2.28949 0.01239 -1.11194 2.5 -0.5 0.0 0.602
H 0.29907 0.62072 -1.37511 -0.3 0.6 0.0 0.043
H 0.23056 -1.06621 -1.78632 -0.7 -0.7 -0.9 -0.020
H 0.13444 -0.59149 -0.07261 0.3 0.4 -0.3 0.038
H -3.38811 0.38535 -1.63114 -2.0 0.7 -0.9 -0.300
H -2.49054 -0.23110 0.84965 -0.1 0.0 1.6 -0.162
H -3.33614 -0.27540 2.19869 1.2 -0.1 -0.6 0.044
O -2.42090 -0.37773 1.83842 -1.1 0.1 -0.3 -0.165
H 3.00239 0.48621 0.43827 0.5 1.7 2.8 -0.119
H 4.10386 0.96823 1.43434 2.2 -0.2 0.4 -0.024
O 3.19512 1.06665 1.29667 -2.5 -1.1 -2.4 -0.147
```
Forces are in eV/Å.

- Electronic energy: -26926.4294 eV
- Spin multiplicity: 1
- Energy relative to the best compared isomer or geometry (same formula, charge and spin): 587.1 kJ/mol

***

3.
C4H8O | the ωB97M-V functional and the def2-TZVPD basis

Geometry as XYZ:
```
13
Properties=species:S:1:pos:R:3:forces:R:3:lowdin_charge:R:1
C -0.38413 0.89831 -0.28856 -0.1 -3.8 0.9 -0.180
C 0.62506 -0.24265 -0.69473 -1.3 -0.6 0.3 -0.120
C -1.62571 0.33985 0.48800 2.5 0.3 0.5 -0.172
C 1.90056 -0.34780 0.04564 1.3 1.0 -3.4 -0.149
O -2.55634 -0.31474 -0.23628 0.4 0.5 -0.9 -0.003
H 0.26328 1.36695 0.43124 -0.4 1.5 0.0 0.084
H -0.75822 1.36339 -1.16035 0.0 1.3 -0.7 0.082
H 0.34782 -1.23860 -1.04937 -0.8 0.6 -0.4 0.082
H -1.46353 -0.04245 1.52879 -0.1 0.3 -0.9 0.104
H 2.34288 -1.32464 -0.02176 0.1 -0.4 0.2 0.063
H 1.72522 -0.03581 0.99801 0.1 0.7 3.1 0.029
H 2.65689 0.36705 -0.42838 -0.7 -0.7 0.7 0.104
H -3.07378 -0.78885 0.38775 -1.0 -0.8 0.5 0.076
```
Forces are in eV/Å.

- Electronic energy: -6320.9035 eV
- Spin multiplicity: 1
- Energy relative to the best compared isomer or geometry (same formula, charge and spin): 411.5 kJ/mol

***

4.
C5H6NO2S | the ωB97M-V functional and the def2-TZVPD basis

Geometry as XYZ:
```
15
Properties=species:S:1:pos:R:3:forces:R:3:lowdin_charge:R:1
C 0.19151 -0.44238 -0.37924 -2.2 -0.2 1.7 -0.397
C 2.60824 -0.07550 -0.20725 -0.6 6.2 1.7 -0.415
C 1.81822 -2.27972 -0.30130 0.6 0.5 -0.4 0.326
C 0.14833 0.94203 -0.86653 1.0 -0.2 0.6 -0.620
C -1.09498 1.77408 -1.01455 1.1 2.5 0.5 -0.078
N 1.64080 -0.99728 -0.29778 -2.3 -3.3 -0.8 0.015
O -0.65296 -1.12375 0.08152 0.4 -0.4 -0.4 0.219
O 3.74850 0.02098 -0.32858 1.1 -1.1 -0.3 0.247
S 1.32147 1.69567 0.35204 1.7 -2.5 -1.1 0.954
H 2.85520 -2.61797 -0.36336 -0.2 -0.2 0.3 0.155
H 0.96220 -2.96287 -0.32290 0.1 0.4 0.2 0.155
H 0.64848 0.85647 -1.79718 0.6 0.6 -1.3 0.110
H -1.59974 2.05901 -0.03140 0.7 -0.5 -1.5 0.122
H -1.77057 1.44089 -1.76839 -0.6 -0.6 -0.2 0.078
H -0.57655 2.70674 -1.51214 -1.5 -1.2 1.2 0.130
```
Forces are in eV/Å.

- Electronic energy: -21692.2201 eV
- Spin multiplicity: 1
- SMILES: C=[N+]1C(=O)S[C@H](C)C1=O
- Net charge: +1
- Energy relative to the best compared isomer or geometry (same formula, charge and spin): 134.3 kJ/mol